Computed, not measured: a cluster of 4 separate species, C14H34O12P2 in total in a non-equilibrium geometry, with ωB97M-V with the def2-TZVPD basis set.

Its maximum force is 0.090 hartree/bohr. Its multiplicity is 2. Its HOMO energy (alpha / beta) is -12.81 / -12.74 eV. The total charge is +1. Its LUMO energy (alpha / beta) is -2.6716 / -10.2023 eV. The frontier orbital gap (alpha / beta) comes out at 10.137 / 2.538 eV.

Atoms and positions in Å:
C  -0.535  2.886  -0.125
O  0.725  2.354  -0.621
P  1.263  2.838  -1.972
O  1.225  4.317  -2.098
O  2.770  2.145  -1.766
C  3.974  2.954  -1.675
O  0.637  1.941  -3.189
C  1.231  1.845  -4.492
H  -0.577  3.035  0.954
H  -1.214  2.039  -0.214
H  -1.093  3.469  -0.857
H  4.247  3.189  -2.704
H  4.760  2.244  -1.420
H  3.941  3.891  -1.119
H  1.319  0.781  -4.709
H  2.219  2.297  -4.584
H  0.531  2.306  -5.189
C  -2.373  -1.875  1.569
O  -3.309  -2.219  0.541
P  -4.150  -1.112  -0.350
O  -4.555  0.125  0.288
O  -5.429  -1.998  -0.891
C  -5.340  -3.154  -1.766
O  -3.138  -1.047  -1.662
C  -1.900  -0.433  -1.699
H  -1.383  -2.321  1.664
H  -2.894  -2.119  2.495
H  -2.143  -0.813  1.483
H  -5.586  -4.094  -1.271
H  -4.415  -3.290  -2.327
H  -6.018  -3.125  -2.619
H  -1.937  0.611  -1.387
H  -1.466  -0.522  -2.695
H  -1.140  -0.840  -1.032
O  0.765  3.278  3.017
C  0.890  2.114  3.245
O  1.627  1.759  4.289
C  1.695  2.567  5.395
C  2.373  1.830  6.556
C  0.546  0.928  2.428
H  0.684  2.858  5.680
H  2.301  3.437  5.145
H  3.434  1.689  6.347
H  1.944  0.875  6.859
H  2.300  2.587  7.337
H  1.356  0.376  1.950
H  -0.168  1.098  1.622
H  0.139  0.138  3.058
O  2.232  -2.315  -2.726
C  1.850  -2.194  -1.554
O  0.788  -2.848  -1.024
C  0.130  -3.748  -1.817
C  -1.237  -4.187  -1.193
C  2.788  -1.552  -0.512
H  0.814  -4.595  -1.860
H  -0.025  -3.632  -2.890
H  -1.105  -4.472  -0.149
H  -1.559  -5.083  -1.724
H  -2.044  -3.465  -1.314
H  2.550  -1.630  0.549
H  2.814  -0.476  -0.685
H  3.872  -1.645  -0.586

Atomic partial charges in e from the natural (NBO) method, atoms 1 to 5:
1 C -0.2656
2 O -0.8062
3 P 2.5425
4 O -1.0519
5 O -0.8286